1.
Computed, not measured: an isolated molecule of C2H8N4O at a distorted geometry, with ωB97M-V/def2-TZVPD.

```
15
Properties=species:S:1:pos:R:3
C 2.21403 -0.30969 -0.59373
C 1.58294 0.37591 0.60752
N -1.81043 0.45474 -0.48229
N -3.08041 0.10965 0.04456
N 0.12901 0.69630 0.25375
N -0.74574 -0.18527 0.02426
O -0.77456 -1.39288 0.19569
H 1.59183 -1.26430 -0.63717
H 2.22249 0.41598 -1.39043
H 3.16194 -0.48540 -0.26902
H 1.48874 -0.20824 1.62978
H 2.15997 1.27429 0.83695
H -3.00675 -0.60452 0.73671
H -3.58447 -0.30973 -0.70838
H -1.54858 1.43317 -0.24820
```

Values from the calculation:
Energy above the lowest of the compared OMol25 structures with the same formula, charge and spin ... 572.4 kJ/mol
HOMO-LUMO gap ... 10.361 eV
E_tot ... -375.08859 Eh
Lowest unoccupied orbital energy ... 0.99 eV
HOMO ... -9.37 eV


2.
Computed, not measured: a 2-piece molecular cluster, C5H12O2 overall at a distorted geometry, with ωB97M-V/def2-TZVPD.

```
19
Properties=species:S:1:pos:R:3
C -1.88549 0.23786 -0.25624
O -2.86034 1.29686 -0.05472
C -0.84293 0.60410 -1.31284
C 0.48586 1.14289 -0.76583
C 1.43683 0.05613 -0.31332
C 2.41680 -0.35924 -1.11174
H -1.44970 0.01805 0.72060
H -2.53350 -0.57393 -0.58083
H -2.44982 2.14004 -0.26758
H -1.30852 1.37405 -1.92876
H -0.64354 -0.29936 -1.88940
H 0.97045 1.69762 -1.56945
H 0.26871 1.81609 0.06893
H 1.16753 -0.41218 0.62118
H 3.00422 -1.23133 -0.86743
H 2.52147 0.23974 -2.00753
H 1.85132 -1.80961 3.02036
H 1.59300 -3.30170 2.80157
O 1.19828 -2.50302 3.16611
```

Values from the calculation:
Energy above the lowest of the compared OMol25 structures with the same formula, charge and spin ... 175.9 kJ/mol
HOMO-LUMO gap ... 10.618 eV
E_tot ... -348.13783 Eh
Lowest unoccupied orbital energy ... 0.72 eV
HOMO ... -9.90 eV


3.
Computed, not measured: C44H35Cl2F6IrN8O7S7 as an isolated structure at a distorted geometry, with ωB97M-V/def2-TZVPD.

```
110
Properties=species:S:1:pos:R:3
Ir -0.25030 1.12483 -0.86937
S -0.74801 1.02124 1.37178
C 0.89481 1.47155 1.86440
N 1.41443 1.07405 2.98038
N 0.60862 0.45145 3.83240
C 1.10343 -0.49366 4.73043
C 0.21820 -1.13489 5.59551
C 0.68042 -2.13499 6.43485
C 2.01852 -2.50376 6.42166
C 2.90383 -1.84114 5.58159
C 2.45786 -0.83230 4.74234
N 1.68962 2.17732 1.00993
N 1.28087 2.35912 -0.15134
C 2.01327 3.32641 -0.88238
C 3.00090 4.10897 -0.27090
C 3.66068 5.07708 -1.00216
C 3.36773 5.26879 -2.34875
C 2.40384 4.47802 -2.95686
C 1.72637 3.51630 -2.22669
H -0.39285 0.49115 3.68214
H -0.83109 -0.85849 5.59062
H -0.01193 -2.63585 7.09986
H 2.36789 -3.30974 7.05455
H 3.94981 -2.12096 5.56924
H 3.12964 -0.31072 4.07435
H 3.21547 3.94580 0.77563
H 4.41614 5.68641 -0.52137
H 3.87054 6.04407 -2.91322
H 2.18066 4.61393 -4.00797
H 0.97563 2.88382 -2.68194
Cl 5.57081 0.30205 1.74471
C 4.66459 0.36839 0.26777
C 5.25019 0.82824 -0.89827
C 4.48257 0.84128 -2.04938
C 3.15746 0.42909 -1.97609
N 2.58923 0.02043 -0.84175
C 3.34119 -0.04112 0.25396
H 6.27440 1.17824 -0.89664
H 4.89792 1.17290 -2.99182
H 2.50480 0.43738 -2.83890
H 2.88232 -0.41763 1.16139
C -5.50217 -2.33592 0.79656
C -5.09130 -1.11406 1.56423
C -4.73913 -1.20673 2.90503
C -4.34684 -0.08130 3.61020
Cl -3.89390 -0.24002 5.29047
C -4.30786 1.16269 3.01136
C -4.64193 1.25829 1.66924
C -5.01800 0.13448 0.95025
O -5.32753 0.32602 -0.37751
C -4.42596 -0.21088 -1.36257
C -2.97965 -0.25413 -0.84672
O -2.66202 -1.13091 -0.05068
O -2.24719 0.69539 -1.31881
H -5.86491 -3.11375 1.46848
H -4.63663 -2.72332 0.25372
H -6.28074 -2.09253 0.07258
H -4.75746 -2.17131 3.39715
H -3.99734 2.03542 3.56987
H -4.58572 2.20599 1.14786
H -4.49819 0.44847 -2.22248
H -4.70602 -1.22706 -1.65412
C 0.43977 2.06375 -5.09502
C -0.15476 0.90662 -4.26448
O 0.27451 0.90183 -2.97971
C -1.70051 1.01958 -4.40725
F -2.38321 -0.01568 -3.89339
F -2.07530 1.08963 -5.71383
F -2.14176 2.13324 -3.82174
C 0.28118 -0.42989 -4.97566
F 1.50766 -0.79397 -4.56588
F 0.34844 -0.31644 -6.32067
F -0.52428 -1.48868 -4.74896
H 0.08989 3.00963 -4.68270
H 0.14055 2.00308 -6.13754
H 1.52709 2.01620 -5.02529
C -1.22477 4.51701 2.54189
S 0.36208 5.06575 1.86252
C -0.01861 5.52546 0.21081
C -0.75781 4.88576 -0.72086
S -1.68948 3.43314 -0.60848
S -0.84652 5.72751 -2.26946
C 0.11795 7.09977 -1.87997
S 0.41975 8.34503 -2.91228
S 0.72688 7.03393 -0.26418
H -1.06725 4.46137 3.61920
H -1.49281 3.54210 2.14438
H -1.99422 5.25095 2.30947
O 2.32265 -7.20886 2.49836
S 2.06050 -8.12191 1.40387
O 1.51951 -9.38544 1.86062
O 3.21955 -8.28907 0.53675
C 0.84521 -7.35445 0.29816
N 0.19692 -8.18361 -0.49418
C -0.58569 -7.59949 -1.40052
C -0.69134 -6.22532 -1.50875
C 0.06106 -5.44948 -0.62894
N 0.83380 -6.03991 0.29047
C 0.03857 -3.96861 -0.64610
C -0.40349 -3.25408 -1.75285
C -0.41580 -1.87337 -1.69187
N -0.00797 -1.20026 -0.62455
C 0.41962 -1.87401 0.43521
C 0.45696 -3.25354 0.47263
H -1.14006 -8.26508 -2.05194
H -1.34386 -5.77567 -2.24194
H -0.72383 -3.74048 -2.66405
H -0.78529 -1.28461 -2.51638
H 0.73077 -1.28624 1.28970
H 0.80774 -3.78108 1.34761
```

Values from the calculation:
Energy above the lowest of the compared OMol25 structures with the same formula, charge and spin ... 242.7 kJ/mol
Multiplicity ... 2
Net charge ... -1
HOMO-LUMO gap (alpha / beta) ... 6.017 / 2.113 eV
E_tot ... -7073.69774 Eh
Lowest unoccupied orbital energy (alpha / beta) ... 0.81 / -3.09 eV
HOMO (alpha / beta) ... -5.21 / -5.21 eV


4.
Computed, not measured: a 6-piece molecular cluster, C12H24Cl12 overall at a distorted geometry, with ωB97M-V/def2-TZVPD.

```
48
Properties=species:S:1:pos:R:3
Cl -1.47134 5.08173 -0.17793
C -0.04423 6.13070 -0.22564
C 0.92554 5.85690 -1.48393
Cl 2.05852 4.48946 -1.08592
H 0.55844 5.96541 0.66743
H -0.43045 7.14701 -0.30338
H 1.52834 6.73663 -1.70931
H 0.34044 5.66560 -2.38347
Cl -4.70813 4.54161 0.57676
C -4.43752 2.83961 0.25044
C -5.53011 1.92756 0.80151
Cl -7.08972 2.19691 0.00527
H -3.50478 2.64653 0.78036
H -4.24203 2.62918 -0.80104
H -5.78568 1.92859 1.86113
H -5.27686 0.90235 0.53147
Cl 4.72600 -3.20415 -4.02087
C 4.65147 -3.99198 -2.47049
C 4.06590 -3.17156 -1.36104
Cl 2.39557 -2.62205 -1.72387
H 5.68041 -4.22258 -2.19443
H 4.06882 -4.88938 -2.67855
H 4.68039 -2.27274 -1.30987
H 4.07564 -3.68199 -0.39799
Cl 3.64530 -3.05479 2.54408
C 2.15593 -4.03427 2.34644
C 0.87879 -3.27379 2.77049
Cl 0.78927 -3.08446 4.52188
H 2.23897 -5.01801 2.80847
H 2.11956 -4.20670 1.27078
H -0.07213 -3.76870 2.57324
H 0.80745 -2.29893 2.28813
Cl -1.03433 1.13347 0.76976
C 0.67986 1.57401 0.82381
C 1.51363 0.31929 0.48293
Cl 3.15872 1.00259 0.31368
H 0.94657 1.96649 1.80510
H 0.78422 2.39705 0.11684
H 1.32903 -0.21147 -0.45105
H 1.47790 -0.42434 1.27907
Cl -0.80615 -3.46708 -0.19477
C -1.61097 -2.19823 -1.23777
C -3.10851 -2.12345 -0.86409
Cl -3.28492 -1.43650 0.75234
H -1.55869 -2.48348 -2.28849
H -1.23968 -1.17804 -1.14050
H -3.43609 -3.15744 -0.75620
H -3.60825 -1.60246 -1.68075
```

Values from the calculation:
Energy above the lowest of the compared OMol25 structures with the same formula, charge and spin ... 109.7 kJ/mol
HOMO-LUMO gap ... 10.936 eV
E_tot ... -5993.92827 Eh
Lowest unoccupied orbital energy ... 0.48 eV
HOMO ... -10.45 eV


Q: The highest E_tot belongs to which entry?
A: C5H12O2